(1)
ORCA calculation (ωB97M-V/def2-TZVPD) on one molecule with the formula C4H7NOS.

The multiplicity is 1. The value obtained for the HOMO-LUMO gap is 8.827 eV. The total charge is 0. For the total energy, the calculation gives -684.78211 Ha. The relative energy (zero: lowest compared OMol25 entry of this formula, charge and spin) comes out at 65.5 kJ/mol. Its SMILES is C[C@H](C=S)NC=O. The value obtained for the HOMO energy is -9.40 eV.

Element x y z (Å)
H -2.112 1.061 -0.952
C -1.732 0.152 -0.525
H -0.116 2.348 -0.113
C -0.240 0.159 -0.373
S -2.787 -0.966 0.017
C 0.181 1.411 0.440
H 0.146 0.310 -1.376
H -0.180 1.358 1.493
C 1.550 -1.399 0.098
O 2.404 -0.711 -0.442
H 1.822 -2.378 0.550
H -0.486 -1.629 0.581
H 1.280 1.339 0.384
N 0.271 -1.056 0.218

=====

(2)
ORCA calculation (ωB97M-V/def2-TZVPD) on C10H21EuNO3 as an isolated structure.

The multiplicity is 8. The value obtained for the HOMO-LUMO gap (spin up / spin down) is 4.673 / 4.880 eV. The total charge is +2. As for the expectation value of S²: 15.760. For the total energy, the calculation gives -1383.69412 Ha. The value obtained for the HOMO energy (spin up / spin down) is -14.28 / -14.28 eV.

Element x y z (Å)
H 0.148 3.041 -1.600
N 0.175 1.693 2.748
H -1.547 1.743 -2.504
H 1.039 1.663 2.224
H 1.273 -1.181 1.678
C -0.353 -1.978 0.492
C -0.126 -1.770 -0.988
C 0.017 0.435 3.506
H 2.916 -0.161 -3.375
H -0.521 2.897 0.042
C -0.605 -0.617 2.613
H -0.622 0.639 4.354
H 0.267 2.465 3.392
C -1.540 0.163 -0.950
H -2.446 -0.409 -1.283
O -0.378 -0.404 -1.395
C 2.060 -1.046 -1.695
C 0.259 -0.916 1.402
H -2.374 2.145 -0.971
H -0.776 -2.432 -1.558
H 3.566 -1.727 -2.984
H -0.835 -1.515 3.176
O 1.179 -2.069 -1.398
C 2.646 -1.156 -3.048
H -0.037 -2.979 0.757
C -1.475 1.646 -1.410
H 0.983 0.081 3.857
Eu -3.224 1.483 -2.847
H -1.433 -1.977 0.656
H -1.543 -0.184 2.256
H 0.513 1.641 -0.615
C -0.254 2.363 -0.860
H 0.361 0.003 0.841
H 1.979 -1.623 -3.757
O 2.332 -0.206 -0.888
H -1.624 0.248 0.133

=====

(3)
ORCA calculation (ωB97M-V/def2-TZVPD) on C18H47NO4Si2Ti as an isolated structure.

The multiplicity is 2. The value obtained for the HOMO-LUMO gap (spin up / spin down) is 7.748 / 9.293 eV. The total charge is +1. As for the expectation value of S²: 0.754. For the total energy, the calculation gives -2497.95401 Ha. The relative energy (zero: lowest compared OMol25 entry of this formula, charge and spin) comes out at 15.9 kJ/mol. The value obtained for the HOMO energy (spin up / spin down) is -10.27 / -11.87 eV.

Element x y z (Å)
H -1.167 1.657 -0.979
H -1.939 0.145 -4.185
H -1.411 -2.200 -6.159
C -0.693 2.539 -5.934
H -2.683 1.842 -1.920
H 1.406 0.151 -7.676
H 1.247 2.936 -5.037
H -2.606 -1.523 -4.003
O -0.208 0.939 1.233
C -0.466 -3.689 -3.436
H 2.724 2.577 -2.531
H 0.400 -2.469 -5.072
C 0.072 -1.075 2.555
H 2.554 0.875 1.214
H -4.622 0.690 1.166
H -1.474 -3.723 -3.875
N 0.510 -1.635 1.252
H 4.251 0.569 0.768
H -0.563 -3.617 -2.341
H -0.315 -0.673 -2.758
H 3.145 -0.809 0.917
H -4.570 -1.683 -1.665
H -2.649 2.259 -0.175
H 2.386 -0.391 -5.434
C -3.779 -0.014 1.196
H 5.154 -0.357 -1.864
C -1.787 -0.919 -4.415
Si -3.034 -0.108 -0.508
C -4.408 -0.594 -1.714
H -2.636 -0.956 -6.324
C 3.268 2.270 -1.630
H 1.338 -0.760 -2.399
C 0.305 -2.518 -3.981
C -1.738 -1.451 -0.677
H -3.076 0.329 1.968
C 3.213 0.242 0.602
C -1.650 -1.160 -5.891
H 4.040 -0.480 -3.253
H 0.928 -1.014 3.250
H -5.350 -0.096 -1.433
H -1.065 3.541 -5.715
H -1.820 -2.226 0.123
H 3.970 -1.685 -1.935
H 1.532 -1.740 1.242
H 2.906 1.317 -5.244
H 0.796 1.025 -2.373
C 0.416 2.207 -4.967
C -0.508 0.352 2.391
H 0.021 2.218 -3.941
H 0.022 -4.650 -3.639
H 4.344 2.405 -1.788
O 0.841 0.863 -5.218
H 3.144 0.536 -7.611
C 2.159 0.801 -7.221
H -4.167 -0.997 1.493
Si 2.935 0.486 -1.223
H -1.525 1.829 -5.859
H -0.945 -0.490 -6.398
O -1.182 0.873 3.255
C -2.278 1.552 -0.936
C 2.159 0.648 -5.716
H 2.943 2.887 -0.783
C 1.172 0.144 -1.796
O -0.597 -1.258 -3.629
H -0.695 -1.706 3.033
Ti -0.140 -0.331 -0.230
H -0.328 2.521 -6.964
H -1.750 -1.955 -1.662
H 1.930 1.834 -7.496
C 4.129 -0.621 -2.166
H 0.184 -2.603 1.140
H 1.260 -2.302 -3.501
H -4.171 -0.323 -2.753

=====

(4)
ORCA calculation (ωB97M-V/def2-TZVPD) on one molecule with the formula C16H24ClN3O5S.

The multiplicity is 1. The value obtained for the HOMO-LUMO gap is 8.812 eV. The total charge is 0. For the total energy, the calculation gives -2022.92214 Ha. The relative energy (zero: lowest compared OMol25 entry of this formula, charge and spin) comes out at 0.0 kJ/mol. Its SMILES is COc1ccc(S(=O)(=O)N[C@@H](C)C(=O)NCCN2CCOCC2)cc1Cl. The value obtained for the HOMO energy is -8.45 eV.

Element x y z (Å)
H -1.622 -1.836 2.137
C 4.235 0.646 -0.887
H -1.267 -0.843 -1.684
H 1.580 1.609 -3.860
C 2.636 2.075 -2.029
Cl -3.915 -2.772 3.579
C -2.337 -0.147 1.049
C 3.234 1.426 1.609
N 2.997 1.399 -0.801
H 5.363 -0.689 0.398
H -0.320 -3.786 -0.861
C 1.429 -1.076 -2.113
O -0.768 1.402 -0.380
C -3.703 -1.454 2.497
N -0.752 -1.098 -0.855
H 0.471 0.696 -1.778
H 2.376 0.750 1.720
O 2.362 -1.664 -2.624
O 0.294 -0.151 1.220
S -0.750 0.121 0.283
H 3.583 -0.873 0.488
H 1.852 2.797 -1.786
H -6.935 0.887 2.939
C -4.637 0.442 1.341
H 3.323 2.061 2.493
H -3.254 1.507 0.085
O 4.432 0.685 1.534
H 4.181 -0.049 -1.725
H 5.104 1.315 -1.026
H 2.852 0.432 -3.458
C 2.071 1.071 -3.043
H 2.069 2.792 0.430
C -4.809 -0.627 2.219
C -3.403 0.678 0.758
C 4.411 -0.154 0.404
N 1.115 0.206 -2.386
H 1.146 -3.698 -1.861
C 0.487 -1.798 -1.133
C 0.203 -3.216 -1.623
H -0.407 -3.184 -2.523
O -5.961 -0.945 2.840
C 3.027 2.275 0.354
H -7.888 -0.590 3.229
H 1.017 -1.837 -0.175
H 3.839 3.023 0.277
C -7.102 -0.146 2.620
C -2.475 -1.215 1.917
H -5.462 1.095 1.111
H -7.405 -0.163 1.569
H 3.482 2.622 -2.484

=====

(5)
ORCA calculation (ωB97M-V/def2-TZVPD) on C45H41BCl6F6N8OPY as an isolated structure.

The multiplicity is 1. The value obtained for the HOMO-LUMO gap is 5.402 eV. The total charge is -2. For the total energy, the calculation gives -6017.90806 Ha. The relative energy (zero: lowest compared OMol25 entry of this formula, charge and spin) comes out at 1.2 kJ/mol. The value obtained for the HOMO energy is -1.62 eV.

Element x y z (Å)
C -2.216 3.692 8.375
C 2.654 1.284 -3.538
C 0.011 -2.525 -2.919
H -4.026 -0.189 -1.572
C 4.753 2.474 -3.685
C 2.105 -6.049 1.259
H 4.818 -1.606 -2.560
H -3.955 -3.738 0.800
C -6.596 -2.237 -0.710
Cl 0.710 -5.665 3.543
H 5.096 0.972 -5.809
F -0.608 2.200 -3.440
C 0.738 0.478 3.066
C 2.679 -5.608 0.071
H 5.459 2.892 -4.411
H -2.325 4.507 0.028
C -1.403 4.222 0.521
Cl 3.574 -6.735 -0.900
H 6.629 -0.083 -2.707
H -1.804 -5.498 -2.695
C -2.918 4.829 8.726
C 0.224 1.171 4.145
F -0.632 0.058 -4.285
H -7.665 -2.352 -0.846
H 2.155 2.161 -3.123
C -4.557 -1.015 -1.116
P 3.234 0.190 -2.153
C 0.108 4.421 2.388
C -1.027 1.761 4.023
F 4.282 -1.327 0.359
C 0.689 2.932 0.520
N 0.865 -2.048 -2.307
H -3.201 -3.713 -2.220
H 1.431 1.928 -1.176
H -4.001 6.568 8.067
C 4.391 0.586 -5.065
H -2.320 -1.589 -3.062
H 1.894 3.263 2.284
N 5.518 1.682 -2.724
C 1.546 1.995 -0.101
C 1.793 -3.331 0.406
H -6.395 -4.002 0.496
H -3.742 6.068 5.647
N 0.073 0.309 1.921
H -1.790 3.033 9.121
C -1.570 2.577 5.117
H 5.254 0.667 -0.891
Cl 0.425 -2.709 2.634
C 0.966 3.520 1.786
B -0.899 0.867 -3.164
N -1.402 2.362 6.397
C -0.547 3.325 -0.077
H -4.321 -3.131 -3.468
C -5.882 -3.162 0.042
C -2.061 3.409 7.019
H -0.813 -4.281 -5.313
N -0.953 -3.075 -3.613
H -1.876 -6.242 -4.313
Y 1.125 -0.813 -0.144
F -0.054 0.426 -2.091
C -1.909 -5.297 -3.769
C -5.925 -1.163 -1.283
H 3.633 -0.010 -5.577
C 3.267 -0.811 1.232
Cl -2.155 5.970 2.492
C -3.328 5.414 6.403
C 2.520 -4.275 -0.311
C -3.312 -3.498 -3.287
H 4.265 3.295 -3.157
Cl 2.274 -7.698 1.761
C -2.408 -1.805 -0.231
H 1.899 0.748 -4.118
H 1.725 0.036 3.113
N 3.743 1.722 -4.424
N -2.315 3.693 4.848
H 0.361 4.862 3.346
C 6.101 0.545 -3.427
H -6.472 -0.433 -1.869
C -1.203 -1.609 -0.143
C -1.710 1.615 2.825
H -0.806 2.912 -1.045
H -2.685 2.058 2.674
F 3.839 0.423 1.657
C 4.665 1.238 -1.611
H 3.381 -1.449 2.124
C -4.514 -3.019 0.215
Cl 3.334 -3.790 -1.784
H 6.823 0.932 -4.154
H -1.651 0.710 0.873
N 5.136 -0.279 -4.152
O -3.168 -4.709 -4.033
H 3.544 -1.602 -3.776
C 4.231 -0.962 -3.216
H 0.187 -4.790 -3.933
C -1.078 4.769 1.758
H 4.273 2.113 -1.089
C -3.826 -1.946 -0.365
H -2.451 -2.145 -4.739
H 2.558 1.922 0.287
C -1.132 0.874 1.808
C 1.405 -5.142 2.044
C -2.284 -2.466 -3.707
H 0.792 1.276 5.058
C -0.783 -4.386 -4.223
C 1.281 -3.828 1.598
C -2.625 4.265 6.059
H -3.050 5.074 9.773
F -2.239 0.717 -2.783
H -2.385 4.141 3.943
C -3.463 5.682 7.753

=====

(6)
ORCA calculation (ωB97M-V/def2-TZVPD) on a 2-piece molecular cluster, C15H35N4O2 overall.

The multiplicity is 1. The value obtained for the HOMO-LUMO gap is 7.990 eV. The total charge is +1. For the total energy, the calculation gives -961.75702 Ha. The relative energy (zero: lowest compared OMol25 entry of this formula, charge and spin) comes out at 0.0 kJ/mol. The value obtained for the HOMO energy is -11.50 eV.

Element x y z (Å)
N 2.662 0.533 0.559
C -0.958 1.945 2.016
C -0.155 -1.520 -2.235
H 1.946 -0.437 -3.201
N -0.514 0.350 -5.478
H -0.128 -2.213 -5.000
H -4.308 1.019 2.325
O -0.034 -0.167 -2.652
H 3.296 1.935 3.485
C 0.752 -0.220 -5.017
H 0.983 -2.353 2.733
H 4.073 1.837 1.300
H -3.499 2.021 1.140
H -2.578 2.338 3.370
H 0.275 2.487 3.676
H -2.021 0.674 3.468
N 1.608 1.883 2.176
H 1.552 0.256 -5.592
C -2.232 1.489 2.763
H 0.916 1.677 -0.991
H -3.113 -1.511 2.506
C 0.570 -3.126 2.069
C 0.286 1.739 2.871
H -0.524 -0.899 0.979
H 1.639 -2.204 -4.896
H 1.246 1.165 -3.458
H 2.192 -0.344 0.801
C 2.761 1.229 2.847
H 0.650 3.069 0.039
C 1.705 1.550 0.852
H 1.238 -3.235 1.205
C -2.608 -1.339 1.550
H -0.674 -1.524 -1.276
H -0.915 1.393 1.069
H 0.560 -4.074 2.617
H -2.865 -2.186 0.896
H 0.828 -1.850 -6.423
H 2.437 0.359 3.432
H 4.411 0.123 1.772
H 0.828 -1.981 -2.109
H 0.285 0.749 3.346
H -2.385 0.226 0.081
N 1.049 2.157 -0.107
C -3.360 1.137 1.783
C -1.086 -1.448 1.758
H -1.078 3.011 1.780
H -0.789 -1.108 2.767
O -0.744 -2.823 1.654
H -1.256 0.040 -4.857
H -0.498 1.361 -5.386
H -0.746 -2.106 -2.939
C 0.775 -1.709 -5.345
C 1.047 0.091 -3.544
C -3.104 -0.064 0.860
H -4.040 -0.285 0.335
C 3.645 0.882 1.624

=====

> Which of these has the highest total charge?

C10H21EuNO3

=====

> Which of these has the lowest total charge?

C45H41BCl6F6N8OPY